No. 1
This record from OMol25 describes C45H105N4NiO20 as an isolated structure in a non-equilibrium geometry. The level of theory is wB97M-V/def2-TZVPD.

Each line ends with the Löwdin charge.
Geometry (Å):
Ni: 6.48986 -0.11704 -17.96402  0.6477
C: 4.85060 1.56717 -14.67187  -0.0676
C: 4.84804 0.05748 -15.01322  -0.6387
C: 3.42265 -0.42572 -14.89253  -0.0605
O: 5.51680 -0.37612 -16.11330  -0.2981
H: 4.31484 1.94713 -13.80199  0.0521
H: 4.30424 2.02807 -15.49476  0.0655
H: 5.86944 1.93725 -14.55741  0.0567
H: 5.33649 -0.37649 -14.14076  0.0960
H: 3.48952 -1.51299 -14.93076  0.0606
H: 2.72221 -0.12509 -15.67169  0.0534
H: 2.99055 -0.08943 -13.95003  0.0531
C: 5.05450 -6.61972 -14.15925  -0.0715
O: 5.54939 -5.53935 -13.34156  -0.2122
C: 6.89541 -5.67727 -12.87194  -0.1838
C: 7.50073 -4.85181 -11.75198  -0.2117
O: 7.64626 -3.48195 -11.96948  -0.1263
C: 6.37329 -2.85155 -12.10308  -0.1458
C: 5.19674 -3.22911 -11.14136  -0.1884
O: 5.65931 -3.20062 -9.79317  -0.1908
C: 4.87113 -4.04762 -8.87253  -0.0679
H: 3.96709 -6.68978 -14.18658  0.0951
H: 5.65402 -7.52475 -14.06132  0.0891
H: 5.29623 -6.31398 -15.17719  0.0428
H: 7.54756 -5.63511 -13.74431  0.1198
H: 7.03582 -6.69783 -12.51578  0.1182
H: 8.48926 -5.20690 -11.46074  0.1352
H: 7.03155 -5.07178 -10.79304  0.1181
H: 6.05967 -3.09233 -13.11884  0.1112
H: 6.59337 -1.78410 -12.08857  0.1119
H: 4.71963 -4.17375 -11.40237  0.1014
H: 4.37310 -2.53447 -11.30627  0.1204
H: 3.88535 -3.67584 -8.59306  0.0798
H: 5.52000 -4.20651 -8.01124  0.0839
H: 4.64667 -5.02908 -9.29021  0.0733
C: -6.69831 2.78774 -21.15698  -0.0696
O: -5.21632 2.66728 -21.07952  -0.1738
C: -4.85219 1.31088 -20.92216  -0.2291
C: -3.30523 1.16773 -21.16951  -0.1856
O: -2.58530 1.34236 -19.97957  -0.1202
C: -2.70995 0.16927 -19.09996  -0.1690
C: -1.34573 -0.42893 -19.03592  -0.2000
O: -0.37219 0.59359 -18.65472  -0.2029
C: 0.88166 0.25264 -17.92160  -0.0421
H: -6.90445 3.82315 -21.42818  0.0801
H: -7.15193 2.70168 -20.16960  0.0790
H: -7.21979 2.10511 -21.82793  0.0797
H: -5.36688 0.76240 -21.71105  0.1058
H: -5.21680 0.74510 -20.06481  0.1140
H: -3.08564 1.91387 -21.93317  0.1283
H: -3.17660 0.17829 -21.60833  0.1144
H: -3.55163 -0.50550 -19.25604  0.1265
H: -2.76492 0.46396 -18.05199  0.1281
H: -1.14942 -0.61753 -20.09138  0.1099
H: -1.22479 -1.39369 -18.54326  0.1192
H: 1.66472 0.86720 -18.36570  0.0627
H: 1.23750 -0.75251 -18.14777  0.0662
H: 0.85223 0.54158 -16.87101  0.0740
C: 8.44803 6.12755 -13.85309  -0.1094
O: 7.67134 5.87351 -14.99045  -0.1945
C: 6.29497 6.25704 -14.85243  -0.1717
C: 5.48557 5.38054 -13.88316  -0.1312
O: 5.71253 5.73152 -12.48348  -0.1500
C: 5.00949 6.85500 -11.99853  -0.2281
C: 5.54525 7.41639 -10.72293  -0.2119
O: 6.88358 7.85438 -10.60676  -0.2081
C: 7.20339 8.92592 -9.74938  -0.0888
H: 8.07870 5.48890 -13.05069  0.0816
H: 8.46374 7.19670 -13.64151  0.0909
H: 9.47552 5.82364 -14.05310  0.0868
H: 5.72892 6.30963 -15.78244  0.1218
H: 6.43834 7.29628 -14.55656  0.1117
H: 5.74836 4.32629 -13.97030  0.1115
H: 4.41490 5.42564 -14.08249  0.1148
H: 3.92022 6.85312 -11.95855  0.1303
H: 5.13858 7.65280 -12.72993  0.1143
H: 5.35330 6.57569 -10.05624  0.1295
H: 4.93500 8.30585 -10.56624  0.1257
H: 8.28073 8.96024 -9.58730  0.0924
H: 6.50887 8.74374 -8.92928  0.0865
H: 6.88043 9.78781 -10.33328  0.0841
C: 7.90651 1.95870 -10.64459  -0.1055
O: 7.38073 0.64924 -10.45764  -0.1633
C: 6.08871 0.64757 -9.85932  -0.2071
C: 4.87955 1.11279 -10.67047  -0.1512
O: 3.60458 0.57736 -10.26273  -0.1133
C: 2.51996 0.88071 -11.00280  -0.2778
C: 1.80703 2.06243 -10.50791  -0.2128
O: 1.55342 2.84562 -11.65416  -0.2112
C: 0.49303 2.38775 -12.59218  -0.0270
H: 7.51971 2.58716 -11.44679  0.0816
H: 8.98765 1.90717 -10.77335  0.0848
H: 7.76332 2.55893 -9.74609  0.0842
H: 6.02590 1.26066 -8.96028  0.1150
H: 5.84437 -0.29722 -9.37375  0.1233
H: 5.25359 0.76931 -11.63495  0.1129
H: 4.73444 2.18744 -10.78081  0.1318
H: 1.76095 0.09930 -11.04035  0.1304
H: 2.83148 0.96203 -12.04417  0.1039
H: 2.24356 2.50138 -9.61077  0.1361
H: 0.83236 1.78594 -10.10582  0.1131
H: 0.70557 1.38133 -12.95280  0.0722
H: 0.52569 2.95488 -13.52245  0.0684
H: -0.42977 2.39014 -12.01206  0.0908
C: 1.62679 -7.83239 -17.54044  -0.1325
O: 1.93331 -7.29629 -18.77485  -0.1880
C: 2.85797 -6.18112 -18.81152  -0.1348
C: 2.09034 -4.84340 -18.40663  -0.1191
O: 1.75933 -4.82229 -16.96880  -0.1796
C: 0.99509 -3.67140 -16.63164  -0.1595
C: 0.39312 -3.96230 -15.24728  -0.1819
O: -0.95367 -3.52883 -15.17759  -0.2167
C: -1.73257 -4.03586 -14.06227  -0.0822
H: 1.25921 -7.01735 -16.91699  0.0701
H: 2.49267 -8.06290 -16.91977  0.0770
H: 1.02985 -8.74326 -17.58598  0.0957
H: 3.04511 -6.14558 -19.88475  0.1212
H: 3.81431 -6.40001 -18.33655  0.0944
H: 1.15438 -4.92353 -18.95950  0.1248
H: 2.59071 -3.92225 -18.70531  0.0835
H: 0.33000 -3.29351 -17.40814  0.1201
H: 1.71367 -2.88254 -16.40926  0.1076
H: 0.71924 -3.51502 -14.30829  0.1243
H: 0.41402 -5.02730 -15.01610  0.1121
H: -1.41004 -3.43057 -13.21510  0.0753
H: -1.44737 -5.04390 -13.76125  0.0820
H: -2.80162 -3.82607 -14.09724  0.0865
C: 4.09493 0.46940 -19.90156  -0.2833
O: 4.83770 0.37395 -18.89307  -0.1622
N: 3.59501 -0.56805 -20.61247  -0.1469
C: 2.84156 -0.36909 -21.90017  -0.0298
C: 3.59267 -1.95886 -20.10985  -0.0481
H: 3.80209 1.40651 -20.39981  0.1391
H: 2.87421 0.68998 -22.15593  0.0789
H: 1.79835 -0.63384 -21.72778  0.0802
H: 3.18995 -0.85945 -22.80917  0.0854
H: 4.14872 -2.03579 -19.17551  0.0648
H: 2.54259 -2.24943 -20.07837  0.0696
H: 3.99889 -2.71505 -20.78161  0.0910
C: 6.69759 -3.22363 -18.56631  -0.2568
O: 6.24423 -2.06691 -18.40452  -0.1361
N: 6.43142 -4.25188 -17.76801  -0.1471
C: 7.07864 -5.55020 -17.86138  -0.0387
C: 5.34408 -4.21949 -16.77275  0.0007
H: 7.35523 -3.47624 -19.41242  0.1513
H: 6.38654 -6.31943 -18.20397  0.0884
H: 7.58579 -5.72206 -16.91197  0.0921
H: 7.92424 -5.52496 -18.54872  0.0893
H: 5.66759 -4.41848 -15.75106  0.0782
H: 4.72923 -3.31962 -16.75552  0.0963
H: 4.70823 -5.04883 -17.08257  0.0575
C: -0.95435 3.69136 -16.66773  -0.3602
O: -1.92168 3.75990 -15.96328  0.0148
N: 0.21357 4.27764 -16.33415  -0.1850
C: 1.40285 4.18507 -17.13444  -0.0780
C: 0.30423 5.28977 -15.22573  -0.0166
H: -0.91906 3.11153 -17.60301  0.1318
H: 1.69777 5.20120 -17.39637  0.0785
H: 1.35147 3.62403 -18.06755  0.0868
H: 2.28004 3.79487 -16.61831  0.0787
H: 0.53272 6.13405 -15.87617  0.0777
H: -0.66413 5.59548 -14.82961  0.0885
H: 1.11873 5.08593 -14.53065  0.0803
C: 8.83854 -1.57362 -16.05156  -0.2594
O: 8.27499 -0.84953 -16.87369  -0.1233
N: 9.21848 -1.00137 -14.87782  -0.1476
C: 10.08971 -1.68613 -13.92908  -0.0637
C: 8.84490 0.30008 -14.29039  -0.0235
H: 9.18867 -2.57685 -16.33991  0.1434
H: 10.75741 -1.02187 -13.38041  0.0838
H: 10.81418 -2.23353 -14.53206  0.0832
H: 9.55467 -2.29423 -13.19966  0.0775
H: 8.38694 0.97718 -15.01144  0.0848
H: 8.09245 0.14665 -13.51684  0.0828
H: 9.69923 0.80804 -13.84297  0.0849

As for the HOMO-LUMO gap (spin up / spin down): 3.73 / 7.22 eV. Its multiplicity is 4. The calculation puts the highest occupied orbital energy (spin up / spin down) at -3.48 / -6.99 eV.

No. 2
This record from OMol25 describes a 9-piece molecular cluster, C45H109N13O9P2 overall in a non-equilibrium geometry. The level of theory is wB97M-V/def2-TZVPD.

Each line ends with the Löwdin charge.
Geometry (Å):
C: 4.63826 0.44390 5.45012  -0.1270
N: 4.82401 -0.35345 4.26935  -0.3089
C: 3.87900 -1.46051 4.12140  -0.1207
P: 5.84751 0.14992 3.05658  0.4937
O: 6.53960 1.39824 3.40098  -0.2811
N: 6.74559 -1.19001 2.70929  -0.3119
C: 7.09668 -2.15372 3.78595  -0.0709
C: 7.45069 -1.34087 1.45096  -0.1136
N: 4.87512 0.38106 1.70150  -0.3056
C: 4.13754 -0.66327 0.99946  -0.1026
C: 4.77142 1.71683 1.12795  -0.1076
H: 3.57908 0.66011 5.63999  0.0816
H: 5.01224 1.46402 5.33652  0.0722
H: 5.09802 0.07143 6.37071  0.0831
H: 2.93265 -1.07414 3.74560  0.0685
H: 3.76652 -1.88001 5.12402  0.0916
H: 4.34667 -2.22277 3.50120  0.0656
H: 7.50372 -3.06422 3.35148  0.0822
H: 7.84969 -1.56534 4.31372  0.0902
H: 6.25221 -2.43452 4.40479  0.0578
H: 7.13956 -2.22551 0.89205  0.0812
H: 7.20052 -0.50486 0.79327  0.0768
H: 8.52155 -1.26944 1.65390  0.0874
H: 4.84441 -1.01377 0.21671  0.0735
H: 3.98888 -1.54907 1.59985  0.0547
H: 3.34917 -0.25296 0.37139  0.0739
H: 3.83034 2.17723 1.45547  0.0653
H: 4.80624 1.64341 0.03756  0.0796
H: 5.56808 2.34945 1.51076  0.0686
C: 2.15212 3.87927 4.29407  -0.1024
N: 1.21310 4.47065 3.35263  -0.3058
C: 1.76181 4.97361 2.11078  -0.1277
P: -0.42623 4.46560 3.74721  0.4850
O: -0.57458 4.31627 5.20206  -0.2759
N: -0.90544 5.89670 3.05806  -0.3198
C: -2.18232 6.06689 2.36686  -0.1007
C: -0.47467 7.13440 3.71372  -0.1050
N: -1.07847 3.26219 2.83025  -0.2860
C: -2.15188 2.43998 3.43851  -0.0843
C: -0.83595 2.92818 1.44619  -0.1054
H: 2.57766 2.95226 3.87832  0.0687
H: 1.66763 3.61289 5.22617  0.0674
H: 2.98120 4.58947 4.38230  0.0825
H: 2.51471 5.72212 2.38900  0.0876
H: 0.93782 5.47018 1.60494  0.0473
H: 2.22286 4.21375 1.47143  0.0661
H: -2.96233 6.06953 3.14081  0.0885
H: -2.31748 7.06318 1.93908  0.0817
H: -2.27415 5.33534 1.57046  0.0608
H: 0.20636 7.02028 4.55544  0.0818
H: -0.06134 7.80414 2.95978  0.0819
H: -1.36625 7.54799 4.20241  0.0841
H: -2.69337 3.04900 4.15641  0.0745
H: -2.84318 2.08162 2.67478  0.0757
H: -1.70976 1.54029 3.87323  0.0775
H: -1.30426 3.63476 0.74218  0.0746
H: -1.25950 1.96716 1.18195  0.0436
H: 0.21944 2.95724 1.16289  0.0758
C: -2.90247 -3.76255 -3.08120  -0.0133
C: -1.69373 -3.14256 -2.32630  -0.4795
C: -1.32214 -4.20066 -1.27048  -0.0560
C: -0.55494 -3.05157 -3.35583  -0.1214
C: 0.48756 -2.02510 -2.86523  -0.1588
C: -0.09782 -0.71125 -2.40162  -0.1591
C: -1.11193 -0.86898 -1.25594  -0.4930
C: -0.41035 -1.28712 0.05992  -0.0049
C: -1.63680 0.53683 -0.99685  -0.0388
N: -2.01847 -1.84620 -1.79493  -0.0824
O: -3.18195 -1.93661 -0.97816  -0.0185
H: -3.69949 -3.03203 -3.23320  0.0779
H: -2.60770 -4.13716 -4.06163  0.0803
H: -3.35500 -4.61759 -2.57800  0.0731
H: -1.36025 -5.24813 -1.58208  0.0729
H: -0.24865 -4.14985 -1.02848  0.0697
H: -1.86277 -4.09626 -0.32804  0.0604
H: 0.04820 -3.92684 -3.58326  0.0785
H: -0.90859 -2.77120 -4.35130  0.1243
H: 1.00365 -2.47920 -2.01110  0.1089
H: 1.23749 -1.77672 -3.61889  0.1165
H: -0.56822 -0.08869 -3.16771  0.1163
H: 0.71364 -0.04113 -2.09134  0.1074
H: -0.84127 -0.87338 0.96954  0.0590
H: 0.58110 -0.82478 -0.03106  0.0793
H: -0.19344 -2.34022 0.23649  0.0654
H: -2.54723 0.66822 -0.41376  0.0883
H: -1.82092 1.01242 -1.97053  0.0761
H: -0.85130 1.18889 -0.62022  0.0663
H: -3.89899 -1.65131 -1.55309  0.1009
C: -0.16312 3.76947 -5.04018  -0.0208
C: 0.75472 3.96298 -3.82607  -0.5118
C: 1.13053 2.67733 -3.09496  -0.0323
C: 2.05858 4.57749 -4.33398  -0.1485
C: 2.05436 6.08702 -4.61320  -0.1519
C: 1.75681 6.69506 -3.24755  -0.1513
C: 0.45360 6.24303 -2.59015  -0.4948
C: 0.64796 6.38748 -1.08555  -0.0393
C: -0.71438 7.09291 -3.09674  -0.0284
N: 0.07793 4.85674 -2.90056  -0.1442
O: -1.05613 4.38125 -2.25407  -0.0014
H: -0.19957 4.74884 -5.52785  0.0797
H: 0.07864 2.93548 -5.69953  0.0876
H: -1.23817 3.65891 -4.84586  0.0727
H: 1.68815 2.83092 -2.16333  0.0881
H: 0.23808 2.19810 -2.68662  0.0503
H: 1.77858 2.02751 -3.68684  0.0902
H: 3.00699 4.30576 -3.86779  0.1232
H: 2.15011 4.07086 -5.30678  0.1177
H: 3.03303 6.33622 -5.01495  0.1138
H: 1.25694 6.33939 -5.31254  0.1010
H: 1.78760 7.79588 -3.24184  0.1242
H: 2.61393 6.64411 -2.56270  0.1193
H: 1.23496 5.54478 -0.71884  0.0769
H: -0.20031 6.50069 -0.40247  0.0761
H: 1.18458 7.31283 -0.84012  0.0889
H: -0.79874 8.10023 -2.66755  0.0881
H: -1.70207 6.72735 -2.80029  0.0752
H: -0.67228 7.22577 -4.17949  0.0826
H: -1.78462 4.68424 -2.81409  0.0861
C: -5.04710 2.42099 -3.29929  -0.0541
N: -5.78466 3.67461 -3.12466  -0.2025
C: -6.57434 4.12610 -4.23718  -0.0624
C: -5.92088 4.21280 -1.88856  -0.3446
O: -6.47531 5.28098 -1.72931  0.0179
H: -4.57986 2.47387 -4.27941  0.0837
H: -5.76271 1.59957 -3.19423  0.0897
H: -4.27420 2.23745 -2.55359  0.0691
H: -6.41510 3.58054 -5.16300  0.0845
H: -7.64920 4.11640 -4.03305  0.0946
H: -6.35872 5.17830 -4.44572  0.0909
H: -5.39036 3.63968 -1.11457  0.1339
C: 0.62453 -6.72556 -4.05878  -0.0372
N: 1.86659 -5.99261 -3.91899  -0.2003
C: 2.85515 -6.47100 -2.95899  -0.0399
C: 2.09251 -4.89537 -4.67314  -0.3572
O: 1.36086 -4.53423 -5.57970  0.0032
H: -0.08670 -6.13502 -4.62190  0.0854
H: 0.30312 -7.04150 -3.06183  0.0721
H: 0.81624 -7.68764 -4.54799  0.0950
H: 3.13762 -7.48767 -3.24275  0.0923
H: 3.78007 -5.90484 -3.03646  0.0849
H: 2.37261 -6.40999 -1.98387  0.0790
H: 3.05521 -4.40868 -4.44997  0.1364
C: 0.31090 -7.31634 0.44116  -0.0453
N: -0.89128 -7.94348 1.00028  -0.1798
C: -0.70716 -9.23425 1.62676  -0.0477
C: -2.10267 -7.36246 0.93048  -0.3563
O: -3.10685 -7.75453 1.48784  0.0147
H: 0.20788 -6.23466 0.45788  0.0692
H: 0.43643 -7.69066 -0.58121  0.0742
H: 1.14993 -7.68006 1.02590  0.0884
H: -1.40174 -9.97935 1.22817  0.0913
H: 0.26710 -9.66325 1.40787  0.0835
H: -0.89604 -9.18907 2.69953  0.0974
H: -2.02938 -6.36091 0.46588  0.1093
C: -1.66015 -2.39015 3.43188  -0.0659
N: -0.51528 -3.21310 3.65064  -0.1822
C: 0.63046 -2.68793 4.36375  -0.0400
C: -0.47830 -4.49414 3.19692  -0.3363
O: 0.33772 -5.33169 3.52132  0.0154
H: -2.28343 -2.82770 2.65168  0.0676
H: -1.31889 -1.44731 2.97520  0.0666
H: -2.31050 -1.96855 4.20331  0.1003
H: 0.86855 -1.67221 4.05491  0.0747
H: 0.37164 -2.69191 5.42770  0.1020
H: 1.49351 -3.33797 4.26028  0.0810
H: -1.35428 -4.68690 2.55085  0.1267
C: -4.98130 -4.98258 0.61957  -0.0661
N: -5.66894 -4.02143 1.44154  -0.1928
C: -7.08431 -4.28837 1.65298  -0.0372
C: -5.11143 -2.82178 1.74491  -0.3470
O: -5.56598 -2.05714 2.57111  0.0119
H: -4.05867 -4.55788 0.21241  0.0601
H: -5.49780 -5.02429 -0.35932  0.0910
H: -4.91616 -6.01376 0.95526  0.0801
H: -7.44142 -3.63804 2.44791  0.0853
H: -7.61650 -4.25968 0.70550  0.0907
H: -7.14102 -5.26808 2.13639  0.0917
H: -4.14244 -2.69555 1.23204  0.1064

As for the HOMO-LUMO gap: 8.13 eV. As for the SMILES: CN(C)P(=O)(N(C)C)N(C)C.CN(C)P(=O)(N(C)C)N(C)C.CC1(C)CCCC(C)(C)N1O.CC1(C)CCCC(C)(C)N1O.CN(C)C=O.CN(C)C=O.CN(C)C=O.CN(C)C=O.CN(C)C=O. The calculation puts the highest occupied orbital energy at -8.06 eV.

Going through the records in order, we get electronic energy values of -136301.627; -104806.614 eV.